ORCA calculation (ωB97M-V/def2-TZVPD) on C13H16N2O4 in the gas phase.

Calculated values
Structure (SMILES): NCCCc1cc(O)cc2c1C(=O)N(CCO)C2=O
Energy above the lowest of the compared OMol25 structures with the same formula, charge and spin (kcal per mole): 61.7
Total charge: 0
F_max (Eh/bohr): 0.0165
2S+1: 1

Bonds (Å) are listed after each position.
Cartesian coordinates (Å):
1 N -3.0609 -0.4580 2.0242  C2 1.482, H20 1.013, H21 1.013
2 C -2.7605 -0.4935 0.5732  N1 1.482, C3 1.525, H22 1.093, H23 1.093
3 C -2.5894 0.9202 0.0282  C2 1.525, C4 1.536, H24 1.092, H25 1.090
4 C -2.0737 0.9394 -1.4184  C3 1.536, C5 1.506, H26 1.093, H27 1.092
5 C -0.7561 0.2319 -1.5967  C4 1.506, C6 1.389, C11 1.394
6 C -0.6461 -0.9389 -2.3363  C5 1.389, C7 1.402, H28 1.084
7 C 0.5754 -1.6079 -2.4974  C6 1.402, O8 1.376, C9 1.386
8 O 0.6285 -2.7650 -3.2410  C7 1.376, H29 0.963
9 C 1.7462 -1.1130 -1.9461  C7 1.386, C10 1.380, H30 1.081
10 C 1.6346 0.0454 -1.2050  C9 1.380, C11 1.391, C18 1.499
11 C 0.4226 0.7017 -1.0198  C5 1.394, C10 1.391, C12 1.491
12 C 0.6974 1.8891 -0.1603  C11 1.491, O13 1.194, N14 1.460
13 O 0.1018 2.9219 -0.0905  C12 1.194
14 N 1.9590 1.6254 0.5254  C12 1.460, C15 1.475, C18 1.456
15 C 1.7611 0.9512 1.8228  N14 1.475, C16 1.519, H31 1.098, H32 1.093
16 C 2.7718 -0.1500 2.0928  C15 1.519, O17 1.426, H33 1.092, H34 1.094
17 O 2.5713 -0.6966 3.3950  C16 1.426, H35 0.961
18 C 2.6738 0.8297 -0.4624  C10 1.499, N14 1.456, O19 1.193
19 O 3.8399 0.9178 -0.6960  C18 1.193
20 H -3.7821 -1.1363 2.2362  N1 1.013
21 H -2.2506 -0.7802 2.5397  N1 1.013
22 H -1.8688 -1.0959 0.3816  C2 1.093
23 H -3.6088 -0.9514 0.0587  C2 1.093
24 H -3.5748 1.3909 0.0269  C3 1.092
25 H -1.9415 1.5154 0.6709  C3 1.090
26 H -2.8078 0.4747 -2.0819  C4 1.093
27 H -1.9540 1.9742 -1.7447  C4 1.092
28 H -1.5274 -1.3621 -2.8037  C6 1.084
29 H 0.1474 -3.4556 -2.7737  O8 0.963
30 H 2.6940 -1.6171 -2.0741  C9 1.081
31 H 0.7525 0.5208 1.8805  C15 1.098
32 H 1.8720 1.6977 2.6135  C15 1.093
33 H 3.7907 0.2386 2.0389  C16 1.092
34 H 2.6644 -0.9742 1.3818  C16 1.094
35 H 1.8982 -0.1904 3.8578  O17 0.961

Charges in e, computed with natural (NBO), in the same order as the atoms: -0.83, -0.22, -0.39, -0.43, 0.07, -0.25, 0.31, -0.69, -0.23, -0.10, -0.19, 0.71, -0.50, -0.53, -0.24, -0.08, -0.71, 0.69, -0.49, 0.36, 0.35, 0.17, 0.18, 0.21, 0.21, 0.21, 0.24, 0.22, 0.49, 0.24, 0.18, 0.21, 0.19, 0.17, 0.47

---

ORCA calculation (ωB97M-V/def2-TZVPD) on 2 unconnected molecules or ions with the total composition C13H16N2O5 in a non-equilibrium geometry.

Calculated values
Energy above the lowest of the compared OMol25 structures with the same formula, charge and spin (kcal per mole): 183.6
Total charge: 0
F_max (Eh/bohr): 0.1439
2S+1: 1

Bonds (Å) are listed after each position.
Cartesian coordinates (Å):
1 C 0.6817 -0.0360 -0.8973  C2 1.637, C3 1.520, H16 1.014, N30 1.610
2 C -0.8488 -0.5687 -0.6661  C1 1.637, N31 1.301, O32 1.214
3 C 1.3225 -0.6158 0.3536  C1 1.520, C4 1.564, H17 0.995, H18 1.237
4 C 2.8746 -0.4651 0.2404  C3 1.564, C5 1.377, C6 1.449
5 C 3.5683 -1.3264 -0.5795  C4 1.377, C7 1.392, H19 1.148
6 C 3.4929 0.4737 1.1553  C4 1.449, C8 1.429, H20 1.194
7 C 4.9187 -1.0058 -0.6862  C5 1.392, C9 1.345, H21 1.026
8 C 4.8899 0.6611 0.9197  C6 1.429, C9 1.303, H22 1.098
9 C 5.5469 -0.1411 0.1310  C7 1.345, C8 1.303, H23 1.085
10 C -3.0916 0.3514 -0.1778  C11 1.619, C12 1.683, H25 1.035, N31 1.471
11 C -3.4757 1.9231 -0.2294  C10 1.619, O33 1.289, O36 1.368
12 C -3.8577 -0.4508 1.0878  C10 1.683, C13 1.687, H26 1.212
13 C -4.5973 -1.7854 0.3688  C12 1.687, O34 1.232, O35 1.353
14 H 1.0725 1.8654 -1.7422  N30 1.175
15 H 1.3937 2.0787 0.0442  N30 1.131
16 H 0.9686 -0.3869 -1.8044  C1 1.014
17 H 1.1385 -1.5895 0.4452  C3 0.995
18 H 0.7989 0.0331 1.2677  C3 1.237
19 H 2.8314 -1.8972 -1.2490  C5 1.148
20 H 2.9297 1.3093 1.7953  C6 1.194
21 H 5.6138 -1.4030 -1.3274  C7 1.026
22 H 5.4462 1.1576 1.7263  C8 1.098
23 H 6.6269 -0.2482 0.1498  C9 1.085
24 H -1.1526 1.2237 0.2623  N31 1.087
25 H -3.3571 -0.1973 -1.0143  C10 1.035
26 H -3.2313 -0.5065 2.1243  C12 1.212
27 H -5.1722 0.3127 1.1645  no bonds
28 H -2.8194 -2.2606 -0.4126  O35 0.977
29 H -5.1294 2.9534 -0.1226  O36 1.060
30 N 0.6921 1.5582 -0.6740  C1 1.610, H14 1.175, H15 1.131
31 N -1.6228 0.3169 -0.1105  C2 1.301, C10 1.471, H24 1.087
32 O -1.2191 -1.6432 -1.0938  C2 1.214
33 O -2.8763 2.9975 -0.6127  C11 1.289
34 O -5.7642 -2.1000 0.6092  C13 1.232
35 O -3.7597 -2.5266 -0.3925  C13 1.353, H28 0.977
36 O -4.8324 1.9383 -0.0529  C11 1.368, H29 1.060

Charges in e, computed with natural (NBO), in the same order as the atoms: -0.09, 0.69, -0.41, -0.01, -0.23, -0.22, -0.18, -0.20, -0.24, -0.15, 0.78, -0.55, 0.79, 0.38, 0.40, 0.21, 0.22, 0.21, 0.23, 0.22, 0.21, 0.21, 0.22, 0.46, 0.24, 0.27, 0.28, 0.52, 0.52, -0.92, -0.64, -0.67, -0.59, -0.57, -0.70, -0.68

---

ORCA calculation (ωB97M-V/def2-TZVPD) on C13H16N2O6 in the gas phase in a non-equilibrium geometry.

Calculated values
Structure (SMILES): N[C@@H](CC(=O)O)C(=O)N[C@@H](Cc1ccc(O)cc1)C(=O)O
Energy above the lowest of the compared OMol25 structures with the same formula, charge and spin (kcal per mole): 84.7
Total charge: 0
F_max (Eh/bohr): 0.0986
2S+1: 1

Bonds (Å) are listed after each position.
Cartesian coordinates (Å):
1 C 2.6244 -0.5091 -0.8514  C2 1.490, C3 1.476, H16 1.158, N30 1.463
2 C 2.4557 0.9692 -0.7762  C1 1.490, N31 1.471, O32 1.241
3 C 2.6973 -1.0254 0.5299  C1 1.476, C4 1.619, H17 1.142, H18 1.086
4 C 4.0802 -0.7468 1.3238  C3 1.619, O33 1.191, O34 1.299
5 C -0.2251 1.2685 -0.5060  C6 1.489, C7 1.539, H21 1.191, N31 1.501
6 C -1.1227 2.3654 -0.0483  C5 1.489, O35 1.246, O37 1.413
7 C -0.4085 0.1455 0.5304  C5 1.539, C8 1.537, H22 1.095, H23 1.066
8 C -1.8587 -0.3635 0.5387  C7 1.537, C9 1.496, C10 1.458
9 C -2.9095 0.2985 1.3734  C8 1.496, C11 1.347, H24 1.121
10 C -2.3228 -1.1454 -0.6006  C8 1.458, C12 1.342, H25 1.068
11 C -4.1888 0.0007 1.0736  C9 1.347, C13 1.412, H26 1.052
12 C -3.6166 -1.4699 -0.7513  C10 1.342, C13 1.335, H27 1.122
13 C -4.5203 -0.9439 0.0784  C11 1.412, C12 1.335, O36 1.333
14 H 3.4348 -1.3624 -2.6168  N30 1.076
15 H 4.1763 0.1002 -2.0290  N30 1.061
16 H 1.7140 -0.9537 -1.4112  C1 1.158
17 H 1.7976 -0.7457 1.1745  C3 1.142
18 H 2.5962 -2.0942 0.3645  C3 1.086
19 H 4.7653 -1.5025 -0.2465  O34 1.027
20 H 1.4822 2.6659 -0.5567  N31 0.988
21 H -0.5968 0.8750 -1.5668  C5 1.191
22 H 0.2185 -0.6964 0.2201  C7 1.095
23 H -0.0586 0.3616 1.5140  C7 1.066
24 H -2.6959 0.9729 2.2434  C9 1.121
25 H -1.5814 -1.7279 -1.1017  C10 1.068
26 H -4.9749 0.4925 1.5700  C11 1.052
27 H -3.7842 -2.2081 -1.5792  C12 1.122
28 H -6.4754 -0.9108 0.2398  O36 0.946
29 H 0.0203 2.4716 1.4935  O37 0.964
30 N 3.7442 -0.8238 -1.7383  C1 1.463, H14 1.076, H15 1.061
31 N 1.2054 1.7177 -0.5771  C2 1.471, C5 1.501, H20 0.988
32 O 3.5252 1.5991 -0.7838  C2 1.241
33 O 4.1935 -0.4121 2.4608  C4 1.191
34 O 5.1198 -1.1027 0.6307  C4 1.299, H19 1.027
35 O -2.1803 2.7794 -0.5619  C6 1.246
36 O -5.7535 -1.4190 -0.0991  C13 1.333, H28 0.946
37 O -0.5770 3.0794 1.0422  C6 1.413, H29 0.964

Charges in e, computed with natural (NBO), in the same order as the atoms: -0.15, 0.69, -0.55, 0.81, -0.16, 0.78, -0.45, -0.05, -0.18, -0.20, -0.27, -0.26, 0.32, 0.39, 0.42, 0.20, 0.25, 0.23, 0.51, 0.42, 0.24, 0.22, 0.22, 0.23, 0.20, 0.21, 0.23, 0.49, 0.48, -0.87, -0.66, -0.61, -0.57, -0.67, -0.53, -0.67, -0.68